[1]
This record from the Open Molecules 2025 dataset describes 2 unconnected molecules or ions with the total composition C5H14 at a distorted geometry. The level of theory is ωB97M-V/def2-TZVPD.

Geometry as ORCA input:
```
! wB97M-V def2-TZVPD RIJCOSX def2/J DEFGRID3
* xyz 0 1
C -1.8225 -1.1350 -1.6726
C -0.3578 -1.0148 -1.2372
C 0.2662 -1.8705 -0.1717
H -1.9382 -1.7315 -2.5753
H -2.4252 -1.6179 -0.8932
H -2.3244 -0.1819 -1.8252
H 0.2359 -1.0969 -2.1546
H -0.1943 0.0249 -0.9385
H 0.1083 -2.9504 -0.2246
H 1.3529 -1.7889 -0.1925
H 0.0086 -1.5675 0.8456
C 1.0686 2.1372 0.7098
C 0.7219 1.5517 2.0711
H 1.8678 2.8714 0.7975
H 1.2618 1.4072 -0.0733
H 0.2844 2.7559 0.2566
H 1.6386 1.4322 2.6445
H 0.2173 0.5877 2.0105
H 0.0303 2.1871 2.6231
*
```

Just the Löwdin charges please, in e? Sure, here they are: -0.11 -0.32 -0.13 0.06 0.07 0.06 0.10 0.07 0.07 0.07 0.06 -0.17 -0.16 0.06 0.04 0.06 0.06 0.04 0.06

---

[2]
This record from the Open Molecules 2025 dataset describes a molecular structure, C14H19INSiW. The level of theory is ωB97M-V/def2-TZVPD.

Geometry as ORCA input:
```
! wB97M-V def2-TZVPD RIJCOSX def2/J DEFGRID3
* xyz 3 1
W -0.5126 -0.7201 0.3347
C -1.1099 0.9756 2.0445
C -2.1360 0.9251 1.1106
C -2.6905 -0.3442 0.7678
C -2.3347 -1.5055 1.5106
C -1.3714 -1.4086 2.5335
C -0.6918 -0.2065 2.7247
H -0.6222 1.9169 2.2653
H -2.4969 1.8330 0.6420
H -3.4677 -0.4059 0.0180
H -2.8081 -2.4598 1.3085
H -1.0802 -2.2921 3.0920
H 0.1155 -0.1474 3.4434
I 5.0604 -1.7734 1.7775
C 3.6714 -0.3858 1.1416
C 4.0269 0.9239 0.8021
C 3.0501 1.8254 0.3949
C 1.7400 1.4153 0.3175
N 1.3769 0.1481 0.6359
C 2.3332 -0.7214 1.0560
H 5.0611 1.2403 0.8684
H 3.3099 2.8447 0.1420
H 0.9476 2.0848 0.0155
H 1.9997 -1.7120 1.3547
C -0.1299 -1.9553 -1.2991
Si -1.0808 0.3377 -1.8232
C 0.2052 1.2749 -2.7324
C -2.6835 0.1756 -2.6810
H -0.9712 -2.4977 -1.7462
H 0.3140 -2.6088 -0.4851
H 0.6537 -1.8257 -2.0508
H 0.0148 1.2311 -3.8082
H 1.2284 0.9596 -2.5295
H 0.1106 2.3315 -2.4442
H -2.4762 -0.0678 -3.7296
H -3.1813 1.1550 -2.6979
H -3.3744 -0.5607 -2.2746
*
```

Just the Löwdin charges please, in e? Sure, here they are: 1.37 -0.08 -0.10 -0.19 -0.11 -0.05 -0.09 0.15 0.15 0.13 0.16 0.16 0.15 1.11 -0.71 -0.03 0.02 -0.11 -0.15 -0.18 0.14 0.14 0.11 0.11 -0.21 0.79 -0.18 -0.17 0.08 0.08 0.07 0.07 0.05 0.07 0.08 0.08 0.05

---

[3]
This record from the Open Molecules 2025 dataset describes 2 unconnected molecules or ions with the total composition C5H9NO at a distorted geometry. The level of theory is ωB97M-V/def2-TZVPD.

Geometry as ORCA input:
```
! wB97M-V def2-TZVPD RIJCOSX def2/J DEFGRID3
* xyz 0 1
C -1.5055 -1.5493 -1.1901
N -1.0470 -0.8258 -0.1048
C -0.6762 0.3765 -0.1673
C -0.3702 1.1731 1.0762
O -0.4439 1.1485 -1.2205
H -0.7657 -1.5752 -2.0715
H -1.5794 -2.5804 -0.7725
H -2.4705 -1.3311 -1.5109
H -0.9633 0.6514 1.9270
H -0.8741 2.2074 0.8958
H 0.6879 1.3535 1.3025
H -0.5150 2.0531 -0.9637
C 3.2002 -0.5456 0.2897
C 2.2662 -0.7607 1.0412
H 4.1515 -0.6426 -0.1659
H 1.4236 -0.7370 1.6500
*
```

Just the Löwdin charges please, in e? Sure, here they are: -0.16 0.01 -0.53 -0.05 0.09 0.11 0.08 0.05 0.11 0.10 0.06 0.08 0.02 0.00 0.01 0.00

---

[4]
This record from the Open Molecules 2025 dataset describes 2 unconnected molecules or ions with the total composition C2H12OSi3 at a distorted geometry. The level of theory is ωB97M-V/def2-TZVPD.

Geometry as ORCA input:
```
! wB97M-V def2-TZVPD RIJCOSX def2/J DEFGRID3
* xyz 0 1
C 1.9657 -0.1769 0.9672
C 0.7105 -0.2856 -2.1926
O -0.4825 0.8818 0.0973
Si -1.7053 1.4050 1.0613
Si -2.4318 -2.5690 0.4606
Si 1.0043 0.6719 -0.6212
H 2.9621 -0.3098 0.5122
H 2.0532 0.5320 1.7927
H 1.3695 -0.9489 1.3953
H 0.7573 -1.3425 -1.8419
H -0.3888 -0.1177 -2.5482
H 1.2571 0.0021 -3.1063
H -1.6516 0.4856 2.3285
H -1.3229 2.6285 1.6787
H -2.8387 1.6001 0.1407
H -1.2132 -2.8277 1.3754
H -1.6495 -1.7213 -0.5308
H 1.6046 2.0925 -0.9689
*
```

Just the Löwdin charges please, in e? Sure, here they are: -0.17 -0.23 -0.55 0.48 0.56 0.48 0.01 0.01 -0.01 0.03 0.06 0.02 -0.04 -0.09 -0.06 -0.24 -0.27 0.00

---

no.,gap between HOMO and LUMO (eV),HOMO (Ha)
1,12.307,-0.41076
2,5.257,-0.65517
3,10.197,-0.34793
4,7.724,-0.32597